Computed, not measured: a molecular structure, C81H68CsN4O4P2S3, with ωB97M-V/def2-TZVPD.

As for the net charge: -1. The spin multiplicity is 1. The energy above the lowest of the compared OMol25 structures with the same formula, charge and spin is 0.4469 eV. As for the frontier orbital gap: 4.4 eV. The electronic energy comes out at -5544.8512 Eh.

Last column: Mulliken charge in e.
Atoms and positions in Å:
1 Cs 0.684156 -1.978743 -0.681181  2.3238
2 O -3.212951 0.121496 0.182595  -0.8079
3 S -1.917022 0.637584 0.695548  1.5723
4 C -1.867018 2.380072 0.218369  -0.0457
5 C -3.002861 2.910709 -0.334544  -0.2013
6 C -3.053995 4.209220 -0.876560  -0.8950
7 C -1.916196 4.967054 -0.854069  0.4758
8 C -1.608613 6.347670 -1.378777  -0.9221
9 C -0.143472 6.623356 -0.948652  -0.3526
10 C 0.303014 5.357594 -0.268228  0.3200
11 C 1.499275 5.000174 0.291104  -0.7286
12 C 1.621090 3.715654 0.843569  0.0482
13 C 0.585304 2.795719 0.880693  -0.1720
14 P 0.841158 1.190840 1.737837  1.1487
15 C 0.862026 1.732729 3.504291  0.7453
16 C 0.803358 0.710142 4.452142  -0.1527
17 C 0.728796 0.991734 5.805314  -0.6911
18 C 0.707210 2.308987 6.237158  -0.7675
19 C 0.759608 3.332803 5.305535  -0.5968
20 C 0.831366 3.051529 3.949149  -0.6969
21 C 2.628268 0.964062 1.398985  0.5066
22 C 3.609577 0.859408 2.378832  -0.5269
23 C 4.930572 0.639102 2.013218  -0.5170
24 C 5.278784 0.509707 0.678367  -0.8498
25 C 4.302710 0.610488 -0.303506  -0.7824
26 C 2.986638 0.836466 0.055219  -0.2803
27 C -0.670103 3.144889 0.301416  -1.3799
28 C -0.756050 4.435652 -0.257039  0.0144
29 C -2.264640 0.900666 2.469250  -0.2391
30 C -2.311771 2.153574 3.036450  0.4767
31 C -2.714370 2.381826 4.364897  -1.2887
32 C -3.121764 1.317869 5.114073  0.7568
33 C -3.654983 1.227385 6.520087  -0.8666
34 C -4.025120 -0.267545 6.709449  -0.8215
35 C -3.639787 -0.926153 5.408288  0.3626
36 C -3.753654 -2.218519 4.973136  -1.2842
37 C -3.256997 -2.532448 3.700916  0.4384
38 C -2.682081 -1.607390 2.842509  -0.3334
39 P -1.835901 -2.256464 1.331452  1.6118
40 C -0.941588 -3.559830 2.283399  1.1612
41 C -1.253339 -4.910027 2.367780  -0.1944
42 C -0.521001 -5.749267 3.195194  -0.8777
43 C 0.527566 -5.252880 3.950321  -1.0459
44 C 0.854112 -3.906685 3.864797  -0.1998
45 C 0.132380 -3.077907 3.028979  -0.2819
46 C -3.219122 -3.169181 0.561182  0.1295
47 C -4.525659 -2.691430 0.655759  -0.7249
48 C -5.559081 -3.333092 -0.005937  -0.8307
49 C -5.305206 -4.462623 -0.769828  -0.7749
50 C -4.006489 -4.936428 -0.881632  -1.1572
51 C -2.965909 -4.283177 -0.239032  -0.3958
52 C -2.649597 -0.240358 3.231089  -1.6158
53 C -3.107085 0.035406 4.536685  0.5089
54 H -3.880277 2.277422 -0.375319  0.4963
55 H -3.972842 4.576135 -1.316746  0.3856
56 H -2.296037 7.094665 -0.977294  0.3165
57 H -1.702917 6.366465 -2.466553  0.2878
58 H -0.074336 7.478265 -0.272741  0.3674
59 H 0.495233 6.843869 -1.806195  -0.0290
60 H 2.343701 5.677445 0.311533  0.3843
61 H 2.578876 3.432634 1.262195  0.4740
62 H 0.808946 -0.319553 4.115504  0.1573
63 H 0.674988 0.181986 6.521597  0.5055
64 H 0.649735 2.534047 7.294280  0.3658
65 H 0.734956 4.363684 5.635458  0.4196
66 H 0.855806 3.866642 3.239985  0.2480
67 H 3.350049 0.963064 3.425347  0.3917
68 H 5.696680 0.566639 2.775831  0.3973
69 H 6.310573 0.333702 0.403924  0.3695
70 H 4.559964 0.513686 -1.348915  0.4319
71 H 2.226521 0.930873 -0.713406  0.6647
72 H -2.049114 3.015418 2.441581  0.4840
73 H -2.717547 3.390916 4.755959  0.4183
74 H -4.519133 1.879086 6.659558  0.3112
75 H -2.892323 1.539906 7.236387  0.1818
76 H -5.090608 -0.396463 6.911224  0.2793
77 H -3.478723 -0.712122 7.543755  0.3154
78 H -4.189241 -2.993607 5.591481  0.4381
79 H -3.310047 -3.562823 3.375348  0.4478
80 H -2.069176 -5.320873 1.788284  0.4612
81 H -0.774001 -6.801206 3.248201  0.3982
82 H 1.102763 -5.909023 4.591083  0.3893
83 H 1.686646 -3.509386 4.433034  0.6546
84 H 0.404281 -2.029854 2.941040  -0.4262
85 H -4.721786 -1.801895 1.236979  0.3602
86 H -6.569254 -2.952285 0.074067  0.4424
87 H -6.115188 -4.966272 -1.281992  0.3871
88 H -3.810368 -5.818834 -1.479844  0.5478
89 H -1.947326 -4.641521 -0.344933  0.8426
90 C 5.315756 -3.445896 5.499833  -1.7224
91 C 4.611081 -3.667277 4.189180  0.7899
92 C 4.348810 -2.594463 3.342079  -0.4814
93 C 3.742021 -2.786849 2.110243  0.7239
94 C 3.375341 -4.065871 1.728113  -0.3048
95 C 3.615552 -5.142582 2.564180  -1.0594
96 C 4.236422 -4.944660 3.786201  -0.7675
97 S 2.580965 -4.405006 0.162579  0.9902
98 O 3.044710 -5.716800 -0.238797  -0.8654
99 O 1.140431 -4.314157 0.392301  -0.3622
100 N 3.020985 -3.165304 -0.702707  -0.5065
101 C 3.158344 -3.144143 -2.045237  0.2578
102 C 3.139138 -4.291017 -2.881086  -1.0248
103 C 3.394884 -4.149801 -4.224028  -0.5468
104 C 3.623977 -2.880701 -4.754232  -1.0011
105 C 3.545832 -1.809862 -3.883213  -0.1464
106 N 3.323033 -1.916616 -2.578079  0.4516
107 H 4.966802 -2.533883 5.983529  0.3460
108 H 6.390369 -3.339894 5.338564  0.3555
109 H 5.156872 -4.284750 6.175954  0.4029
110 H 4.621885 -1.593664 3.649077  0.1802
111 H 3.564132 -1.960149 1.434819  0.2248
112 H 3.312467 -6.127530 2.235200  0.4961
113 H 4.432900 -5.788995 4.435884  0.3804
114 H 2.977321 -5.262477 -2.440618  0.5309
115 H 3.424908 -5.025843 -4.863239  0.3908
116 H 3.836001 -2.730244 -5.804128  0.4376
117 H 3.674398 -0.792028 -4.241595  0.4156
118 C -2.463023 -3.552475 -3.917308  -0.8463
119 S -0.829441 -3.004586 -3.309590  0.7681
120 O -1.145466 -2.067845 -2.209620  -0.5723
121 C -0.482548 -1.971976 -4.750587  0.7582
122 C 0.512282 -2.309383 -5.649924  -0.5418
123 C 0.744991 -1.479105 -6.737601  -0.5688
124 C -0.020111 -0.337957 -6.921900  -0.7681
125 C -1.009898 -0.004389 -6.007320  -0.4615
126 C -1.233854 -0.820964 -4.914822  -0.4298
127 H -3.043810 -2.670773 -4.172224  0.2833
128 H -2.940680 -4.089797 -3.102972  0.0418
129 H -2.329417 -4.194593 -4.785222  0.4628
130 H 1.110712 -3.196098 -5.495090  0.4573
131 H 1.539741 -1.715534 -7.432769  0.3580
132 H 0.164334 0.306835 -7.770809  0.3997
133 H -1.599622 0.893793 -6.132995  0.2851
134 H -1.962496 -0.559196 -4.162865  0.1912
135 C -4.586723 3.538603 -5.270235  -1.6879
136 C -3.504523 2.911260 -4.437048  1.1471
137 C -2.214060 3.426783 -4.430921  -1.4261
138 C -1.248513 2.835120 -3.627725  -0.0712
139 N -1.495931 1.792245 -2.843333  1.4049
140 C -2.727728 1.294264 -2.847294  -0.4746
141 C -3.754869 1.808947 -3.626756  -1.2147
142 H -4.185731 3.891182 -6.220121  0.3978
143 H -5.009914 4.401012 -4.750661  0.2839
144 H -5.393346 2.832603 -5.464197  0.4016
145 H -1.961018 4.279392 -5.048931  0.4721
146 H -0.231368 3.211632 -3.611859  -0.2301
147 H -2.902903 0.452698 -2.184985  0.3781
148 H -4.739952 1.358718 -3.598584  0.4176
149 C 1.880673 1.510270 -4.294084  -1.0681
150 C 2.154664 2.843394 -4.178055  1.3191
151 C 2.610430 3.630397 -5.302537  -1.1624
152 C 2.816200 4.972645 -5.223681  -0.6983
153 C 2.606104 5.675077 -4.010838  -0.4894
154 C 2.202509 4.924433 -2.881161  -0.0404
155 C 1.983662 3.581473 -2.947164  -0.1004
156 C 2.767218 7.063959 -3.918369  0.1238
157 N 2.879849 8.215393 -3.830799  -0.7565
158 H 1.480278 0.926444 -3.474222  0.2583
159 H 2.002123 1.005228 -5.244197  0.0840
160 H 2.781862 3.115866 -6.242068  0.3571
161 H 3.148236 5.529063 -6.093444  0.4311
162 H 2.072909 5.448971 -1.943153  0.4468
163 H 1.669871 3.045186 -2.056451  0.2252

Force components x, y, z for each atom (eV/Å):
1.03 2.94 1.60
-0.56 -0.26 -0.23
-0.25 0.76 0.10
0.09 -0.05 0.04
-0.04 -0.27 0.19
0.15 0.29 -0.05
-0.11 -0.12 0.01
-0.02 0.03 -0.02
0.05 0.09 -0.05
-0.06 -0.04 0.18
-0.14 0.17 0.09
-0.18 -0.16 0.02
0.09 -0.02 0.00
0.55 0.44 0.39
-0.09 -0.20 -0.07
-0.02 0.08 -0.11
0.00 -0.08 0.07
0.01 0.00 0.04
-0.02 0.11 0.05
0.06 -0.09 -0.02
-0.08 -0.09 -0.05
-0.03 0.03 0.00
0.10 -0.02 0.03
0.02 0.03 0.02
0.03 0.02 -0.13
-0.03 -0.09 0.09
0.16 0.18 -0.11
0.01 -0.18 0.09
0.13 0.22 -0.13
0.06 -0.21 -0.30
-0.09 -0.07 0.37
0.03 0.18 -0.16
0.02 0.03 0.08
-0.01 -0.04 0.05
-0.02 -0.12 -0.09
-0.06 0.14 0.25
0.10 0.23 -0.29
-0.22 -0.15 0.11
-0.72 -0.48 0.88
0.05 -0.12 -0.15
-0.05 0.10 -0.05
0.01 -0.09 0.03
-0.01 0.02 0.04
0.03 0.03 0.07
0.00 0.06 -0.01
0.01 0.05 -0.13
0.10 -0.04 0.00
-0.05 -0.03 -0.02
-0.01 -0.01 -0.01
-0.05 -0.10 -0.08
0.02 0.09 0.05
-0.08 -0.13 0.19
0.04 -0.02 -0.13
0.00 -0.04 -0.01
-0.02 -0.03 -0.02
-0.02 -0.02 -0.03
-0.03 0.01 0.00
0.01 -0.01 -0.01
-0.04 0.05 0.01
0.03 -0.02 -0.03
0.01 0.00 0.03
-0.03 -0.05 0.05
0.02 -0.03 0.02
-0.02 0.02 0.02
0.01 0.03 0.00
-0.01 0.03 -0.05
-0.01 0.00 0.00
-0.01 0.01 0.03
0.00 -0.01 -0.02
-0.03 -0.05 -0.02
0.05 0.01 -0.10
0.03 0.02 -0.02
0.02 0.04 0.00
0.03 0.01 0.02
-0.02 0.03 0.01
0.03 -0.01 0.03
-0.06 0.00 0.02
0.00 -0.02 0.01
0.03 -0.04 0.02
-0.02 0.00 0.06
0.00 -0.01 -0.02
0.00 -0.02 0.00
0.04 0.00 -0.03
0.03 0.01 0.02
-0.03 0.03 0.01
-0.01 0.03 0.01
0.00 -0.03 0.00
0.06 0.00 0.01
0.00 -0.05 -0.05
0.00 0.00 -0.08
0.01 0.01 0.05
-0.11 -0.07 -0.01
-0.08 0.09 -0.02
-0.02 -0.04 -0.27
-0.02 -0.13 -0.11
-0.02 0.08 -0.02
0.61 0.09 -0.18
0.00 -0.04 -0.01
0.19 -1.10 0.44
1.09 -1.12 0.99
0.51 -0.37 -0.86
-0.03 -0.01 0.06
0.06 0.14 -0.06
0.05 -0.10 0.06
0.13 0.19 -0.22
-0.13 -0.12 0.30
-0.01 0.01 0.04
0.03 -0.01 0.04
0.01 0.00 0.05
0.04 0.05 -0.02
0.03 0.08 0.00
0.06 -0.06 0.04
0.00 -0.04 0.01
0.00 -0.02 -0.01
-0.02 -0.01 0.02
0.00 0.03 0.00
-0.07 0.00 -0.04
0.42 -0.15 0.24
-0.77 -0.31 -1.91
-2.35 0.32 -1.07
0.10 -0.18 0.11
0.00 -0.16 0.08
-0.01 0.02 -0.08
0.01 -0.03 -0.03
-0.05 -0.04 0.03
-0.07 0.05 0.09
0.04 0.10 0.01
0.00 -0.06 0.03
0.03 -0.02 -0.05
0.02 0.00 0.02
0.00 -0.03 -0.02
0.04 0.02 0.00
0.03 0.06 0.04
-0.04 0.03 -0.04
0.06 -0.01 0.05
0.06 0.02 -0.01
-0.17 -0.03 0.01
0.17 0.12 -0.04
0.12 -0.19 0.14
-0.16 0.08 -0.12
0.05 -0.02 0.02
-0.04 0.01 -0.03
-0.03 0.01 -0.01
-0.02 0.01 -0.03
0.07 0.02 -0.01
-0.10 0.02 -0.04
-0.06 -0.05 -0.02
-0.02 -0.03 0.03
0.02 0.01 -0.04
-0.04 -0.45 -0.04
0.09 0.18 -0.17
-0.05 -0.06 0.05
-0.04 -0.29 0.08
0.11 0.11 -0.18
0.06 0.14 0.18
0.05 0.45 0.02
0.00 0.01 0.02
0.02 0.03 0.10
0.02 -0.01 -0.03
0.00 0.00 -0.01
-0.01 -0.03 -0.03
0.12 -0.11 -0.22
0.00 -0.04 0.02